Entry from OMol25: a structure of composition C2H10N3O at a distorted geometry (ωB97M-V with the def2-TZVPD basis set).

Structure (ORCA input):
```
! wB97M-V def2-TZVPD RIJCOSX def2/J DEFGRID3
* xyz 1 1
H 0.44 2.10 -1.08
H 0.33 -0.49 1.57
C -0.65 -0.87 -0.46
H 2.12 -0.13 1.44
N 1.16 -0.46 1.06
H -0.89 1.37 -0.25
H -1.67 -0.80 1.21
H 0.30 2.12 0.66
H -0.82 -0.60 -1.51
N 0.07 1.60 -0.19
H 2.19 -0.97 -1.05
O 1.53 -0.31 -1.32
C 0.72 -0.25 -0.19
N -1.66 -0.20 0.35
H -2.62 -0.22 -0.07
H -0.54 -1.88 -0.16
*
```

Summary:
**Orbital gap**: 11.44 eV
**ΔE to the lowest compared entry with this formula, charge and spin**: 61.4 kcal per mole
**Total energy**: -321.4272 Ha
**E_LUMO**: -3.182 eV



Entry from OMol25: a cluster of 2 separate species, C2H10N4 in total at a distorted geometry (ωB97M-V with the def2-TZVPD basis set).

Structure (ORCA input):
```
! wB97M-V def2-TZVPD RIJCOSX def2/J DEFGRID3
* xyz 0 1
H 1.27 -0.18 2.10
H 2.06 -1.67 1.36
H 1.28 1.82 -1.41
C 1.26 -0.94 1.33
H -2.69 -0.33 -0.49
H 0.28 -1.85 -0.32
N -0.95 -0.39 0.44
C 0.31 -1.05 0.41
H -1.43 0.39 -1.33
H -1.04 0.44 2.23
H 0.93 0.97 -2.74
N -1.70 -0.41 -0.74
N -1.13 0.74 1.26
N 0.80 0.98 -1.73
H 1.15 0.05 -1.47
H -0.39 1.43 1.10
*
```

Summary:
**Orbital gap**: 9.03 eV
**ΔE to the lowest compared entry with this formula, charge and spin**: 59.1 kcal per mole
**Total energy**: -301.1339 Ha
**SMILES**: C=CN(N)N.N
**E_LUMO**: 1.020 eV



Entry from OMol25: an isolated molecule of C2H10N4 at a distorted geometry (ωB97M-V with the def2-TZVPD basis set).

Structure (ORCA input):
```
! wB97M-V def2-TZVPD RIJCOSX def2/J DEFGRID3
* xyz 0 1
H 0.24 -0.18 -1.24
H 1.72 -0.57 1.11
H 2.48 1.65 0.67
H -0.17 0.56 1.26
H -0.21 -2.39 -0.90
N -1.02 0.06 0.50
C -1.99 0.76 -0.30
N 1.15 0.16 0.68
H -2.78 1.15 0.34
H -0.24 -2.27 0.74
C 0.09 -0.49 -0.19
H -1.55 1.60 -0.87
N 0.22 -1.93 -0.10
N 1.94 1.13 -0.02
H -2.46 0.08 -1.02
H 2.58 0.68 -0.66
*
```

Summary:
**Orbital gap**: 8.86 eV
**ΔE to the lowest compared entry with this formula, charge and spin**: 70.5 kcal per mole
**Total energy**: -301.1159 Ha
**SMILES**: CN[C@H](N)NN
**E_LUMO**: 1.172 eV



Entry from OMol25: an isolated molecule of C2H10N4O at a distorted geometry (ωB97M-V with the def2-TZVPD basis set).

Structure (ORCA input):
```
! wB97M-V def2-TZVPD RIJCOSX def2/J DEFGRID3
* xyz 0 1
N -2.10 0.11 -0.79
H 1.92 0.80 0.37
H -2.00 -0.05 -1.79
N -0.04 0.90 1.88
H 0.47 0.90 -0.92
H 1.05 -1.25 -1.58
H -0.67 1.69 1.96
N 1.26 0.37 -0.27
O -0.58 -1.11 0.85
C -0.26 0.21 0.65
N -1.00 0.90 -0.34
H -0.12 0.28 2.68
C 1.78 -0.87 -0.86
H -2.96 0.64 -0.68
H -1.38 -1.21 0.29
H 1.92 -1.64 -0.10
H 2.73 -0.68 -1.36
*
```

Summary:
**Orbital gap**: 8.50 eV
**ΔE to the lowest compared entry with this formula, charge and spin**: 89.1 kcal per mole
**Total energy**: -376.3595 Ha
**E_LUMO**: 0.925 eV



Entry from OMol25: the ion C2H10N6 with charge +2 at a distorted geometry (ωB97M-V with the def2-TZVPD basis set).

Structure (ORCA input):
```
! wB97M-V def2-TZVPD RIJCOSX def2/J DEFGRID3
* xyz 2 1
H 0.37 2.20 -1.64
N -0.69 1.52 -0.32
H 1.08 2.45 0.09
N 1.23 -0.07 -0.05
N 0.53 1.88 -0.62
H 0.70 -2.45 -0.35
H -0.26 -1.75 -1.67
N 1.95 0.06 1.00
C -1.10 0.37 0.15
N -0.13 -0.64 0.17
H 1.52 -0.62 -0.87
H 2.86 0.43 0.99
N -2.30 0.15 0.57
H 1.40 0.51 1.76
C -0.28 -1.91 -0.62
H -2.82 -0.64 1.13
H -1.19 -2.40 -0.21
H -2.89 0.91 0.50
*
```

Summary:
**Orbital gap (alpha / beta)**: 8.20 / 8.47 eV
**ΔE to the lowest compared entry with this formula, charge and spin**: 127.3 kcal per mole
**Total energy**: -409.8754 Ha
**E_LUMO (alpha / beta)**: -10.595 / -10.480 eV



Entry from OMol25: a cluster of 2 separate species, C2H10NO in total at a distorted geometry (ωB97M-V with the def2-TZVPD basis set).

Structure (ORCA input):
```
! wB97M-V def2-TZVPD RIJCOSX def2/J DEFGRID3
* xyz 1 1
H -1.46 -1.85 0.73
H 0.08 1.59 1.56
C 0.22 0.50 1.52
C -0.56 -1.48 0.21
N -0.53 -0.06 0.32
H -0.65 -1.72 -0.86
H -0.09 0.07 2.49
H 1.59 0.90 -2.69
H 0.32 -2.01 0.62
O 0.80 1.23 -2.21
H 1.29 0.29 1.36
H 0.42 1.92 -2.81
H 0.05 0.25 -0.49
H -1.47 0.38 0.23
*
```

Summary:
**Orbital gap**: 12.66 eV
**ΔE to the lowest compared entry with this formula, charge and spin**: 10.9 kcal per mole
**Total energy**: -211.9411 Ha
**E_LUMO**: -3.323 eV



Entry from OMol25: a cluster of 3 separate species, C2H10NO2 in total at a distorted geometry (ωB97M-V with the def2-TZVPD basis set).

Structure (ORCA input):
```
! wB97M-V def2-TZVPD RIJCOSX def2/J DEFGRID3
* xyz 2 2
H 0.79 -1.71 1.58
H -0.56 0.19 -0.05
H 0.60 -0.05 3.38
H -4.03 -0.38 -1.18
O -3.19 -0.81 -1.36
H -0.02 -1.25 -0.48
N 0.30 -0.38 -0.02
C 0.54 0.33 2.36
H 0.70 1.37 2.10
H 1.07 -0.07 -0.68
C 0.62 -0.65 1.38
O 2.05 1.30 -1.23
H 1.79 2.18 -1.55
H 2.58 1.02 -1.98
H -3.22 -1.08 -2.28
*
```

Summary:
**Orbital gap (alpha / beta)**: 6.98 / 3.05 eV
**<S²>**: 0.752
**ΔE to the lowest compared entry with this formula, charge and spin**: 25.4 kcal per mole
**Total energy**: -286.6075 Ha
**E_LUMO (alpha / beta)**: -11.159 / -14.927 eV



Entry from OMol25: a cluster of 3 separate species, C2H10NO2S in total (ωB97M-V with the def2-TZVPD basis set).

Structure (ORCA input):
```
! wB97M-V def2-TZVPD RIJCOSX def2/J DEFGRID3
* xyz -1 1
O 0.32 -1.33 3.82
N -0.83 -1.70 1.07
H 2.76 4.36 -3.90
O 2.25 3.93 -3.21
H -1.87 0.13 0.64
C -0.54 -0.36 -0.99
C -0.88 -0.32 0.49
H 0.92 -0.64 3.53
H -1.28 -2.27 0.35
H -0.54 0.68 -1.34
H 2.42 3.00 -3.37
H -0.19 0.28 1.10
S -1.65 -1.47 -1.93
H -1.47 -1.72 1.85
H 0.10 -1.80 3.00
H 0.47 -0.75 -1.11
*
```

Summary:
**Orbital gap**: 5.41 eV
**ΔE to the lowest compared entry with this formula, charge and spin**: 11.4 kcal per mole
**Total energy**: -685.6495 Ha
**E_LUMO**: 2.855 eV